# 1
Computed, not measured: a single C5H13NOS molecule in a non-equilibrium geometry, with the ωB97M-V functional and the def2-TZVPD basis.

XYZ file:
```
21
Properties=species:S:1:pos:R:3
C 2.951 0.401 -0.305
C -1.702 1.169 0.757
C -2.205 -1.030 -0.597
C 1.486 0.744 -0.192
C -1.156 0.074 -0.198
N 0.747 -1.930 -0.331
O 0.489 -0.613 1.781
S 0.477 -0.620 0.312
H 3.516 1.275 -0.128
H 3.032 -0.239 0.475
H 3.370 -0.069 -1.187
H -1.984 0.693 1.725
H -1.085 2.011 0.755
H -2.732 1.532 0.405
H -2.732 -1.477 0.277
H -1.809 -1.800 -1.245
H -2.978 -0.424 -1.106
H 1.083 1.018 -1.188
H 1.354 1.433 0.745
H -0.926 0.626 -1.041
H 0.805 -2.771 0.285
```

2S+1: 3
Lowest unoccupied orbital energy (alpha / beta) (eV): 0.70 / -3.36
Molecular weight (g/mol): 135.2
Calculated total energy (eV): -19760.0501
Energy relative to the best compared isomer or geometry (same formula, charge and spin) (kcal per mole): 66.7



# 2
Computed, not measured: a single C5H13NOSi molecule in a non-equilibrium geometry, with the ωB97M-V functional and the def2-TZVPD basis.

XYZ file:
```
21
Properties=species:S:1:pos:R:3
C -3.672 0.491 -0.303
N -2.331 0.956 -0.380
C -1.304 0.263 0.020
C -1.475 -1.099 0.684
O 0.025 0.632 -0.069
Si 1.815 0.145 0.295
C 2.336 -1.270 -0.852
C 2.727 1.789 0.148
H -3.804 -0.588 -0.168
H -4.176 1.012 0.514
H -4.157 0.793 -1.233
H -2.082 -0.988 1.584
H -0.509 -1.509 0.954
H -1.985 -1.794 0.015
H 1.774 -0.319 1.691
H 2.567 -0.925 -1.855
H 3.221 -1.764 -0.459
H 1.554 -2.020 -0.935
H 3.794 1.644 0.287
H 2.573 2.267 -0.814
H 2.379 2.475 0.915
```

Lowest unoccupied orbital energy (eV): 0.74
Molecular weight (g/mol): 131.3
Calculated total energy (eV): -16811.2984
Energy relative to the best compared isomer or geometry (same formula, charge and spin) (kcal per mole): 28.1



# 3
Computed, not measured: a gas-phase ion, C5H13NS (charge -1) in a non-equilibrium geometry, with the ωB97M-V functional and the def2-TZVPD basis.

XYZ file:
```
20
Properties=species:S:1:pos:R:3
C -1.124 0.756 0.532
C -1.223 0.519 -1.008
C -0.112 1.035 -1.977
S 0.457 2.702 -1.521
C 0.133 0.068 1.071
N 0.389 -1.253 0.471
C 0.828 -2.250 1.472
H -1.976 0.340 1.058
H -0.936 1.827 0.646
H -2.247 0.798 -1.286
H -1.219 -0.512 -1.350
H 0.784 0.433 -2.117
H -0.563 1.119 -2.970
H 1.685 2.408 -1.032
H 0.955 0.783 0.806
H 0.238 0.009 2.152
H 1.237 -1.132 -0.086
H 1.642 -2.003 2.171
H 1.106 -3.160 0.910
H -0.055 -2.488 2.056
```

2S+1: 2
Lowest unoccupied orbital energy (alpha / beta) (eV): 3.50 / 3.54
Charge: -1
Molecular weight (g/mol): 119.2
Calculated total energy (eV): -17719.0919
Energy relative to the best compared isomer or geometry (same formula, charge and spin) (kcal per mole): 10.5



# 4
Computed, not measured: a single C5H13NS molecule in a non-equilibrium geometry, with the ωB97M-V functional and the def2-TZVPD basis.

XYZ file:
```
20
Properties=species:S:1:pos:R:3
C 1.991 0.509 2.081
C 1.239 -0.781 1.655
C 0.010 -0.817 0.698
N 0.346 -0.300 -0.689
C -0.805 -0.340 -1.693
C -1.278 1.029 -1.964
S -2.640 1.391 -0.775
H 2.412 1.152 1.277
H 1.308 1.130 2.686
H 2.696 0.137 2.833
H 1.984 -1.464 1.260
H 0.791 -1.285 2.596
H -0.738 -0.175 0.973
H -0.602 -1.726 0.667
H 1.250 -0.667 -1.152
H -1.598 -1.055 -1.374
H -0.501 -0.931 -2.649
H -0.547 1.813 -1.859
H -1.679 1.076 -2.955
H -3.638 1.305 -1.618
```

Lowest unoccupied orbital energy (eV): 0.92
Molecular weight (g/mol): 119.2
Calculated total energy (eV): -17719.6517
Energy relative to the best compared isomer or geometry (same formula, charge and spin) (kcal per mole): 36.9



# 5
Computed, not measured: a single C5H13NS molecule in a non-equilibrium geometry, with the ωB97M-V functional and the def2-TZVPD basis.

XYZ file:
```
20
Properties=species:S:1:pos:R:3
C -1.059 2.159 1.750
C -0.041 1.583 0.776
C -0.662 0.552 -0.180
N 0.335 0.098 -1.163
C 1.199 -1.063 -0.923
C 0.526 -2.315 -1.477
S -0.483 -3.221 -0.276
H -1.931 2.481 1.182
H -1.492 1.439 2.455
H -0.649 2.954 2.372
H 0.465 2.453 0.333
H 0.709 1.072 1.379
H -1.536 0.907 -0.742
H -1.120 -0.202 0.491
H 0.911 0.911 -1.323
H 1.522 -1.197 0.128
H 2.146 -0.873 -1.437
H -0.064 -2.080 -2.362
H 1.267 -3.060 -1.791
H -0.042 -2.598 0.810
```

Lowest unoccupied orbital energy (eV): 0.97
Molecular weight (g/mol): 119.2
Calculated total energy (eV): -17720.4595
Energy relative to the best compared isomer or geometry (same formula, charge and spin) (kcal per mole): 18.2



# 6
Computed, not measured: a molecular structure, C5H13NS in a non-equilibrium geometry, with the ωB97M-V functional and the def2-TZVPD basis.

XYZ file:
```
20
Properties=species:S:1:pos:R:3
C 1.085 -1.748 1.037
C 1.701 -0.002 -0.951
C -0.548 1.820 0.287
C 1.155 -0.279 0.448
C -0.290 0.405 0.503
N -2.924 0.163 -0.959
S -1.564 -0.906 -0.920
H 0.138 -2.347 0.915
H 1.414 -1.744 2.127
H 1.922 -2.313 0.553
H 2.757 -0.307 -0.917
H 1.164 -0.632 -1.539
H 1.643 1.013 -1.247
H -0.165 2.140 -0.632
H 0.000 2.300 1.121
H -1.604 2.083 0.287
H 1.613 0.269 1.267
H -0.859 0.015 1.414
H -2.927 0.539 -1.919
H -3.713 -0.468 -0.874
```

Lowest unoccupied orbital energy (eV): 0.76
Molecular weight (g/mol): 119.2
Calculated total energy (eV): -17719.1487
Energy relative to the best compared isomer or geometry (same formula, charge and spin) (kcal per mole): 48.5



# 7
Computed, not measured: a single C5H13NS molecule in a non-equilibrium geometry, with the ωB97M-V functional and the def2-TZVPD basis.

XYZ file:
```
20
Properties=species:S:1:pos:R:3
C -1.145 1.207 2.012
N -0.483 0.277 1.147
C 0.536 0.377 0.107
C 2.063 0.322 0.658
C 0.358 -0.723 -1.068
C -0.780 -0.384 -2.040
S -1.640 -1.896 -2.691
H -1.596 2.003 1.276
H -1.932 0.772 2.695
H -0.402 1.813 2.642
H -0.334 -0.742 1.626
H 0.377 1.331 -0.431
H 2.061 1.045 1.585
H 2.172 -0.669 1.206
H 2.702 0.436 -0.181
H 1.321 -1.078 -1.554
H 0.035 -1.584 -0.490
H -1.466 0.292 -1.559
H -0.464 0.191 -2.885
H -1.383 -2.992 -2.056
```

Lowest unoccupied orbital energy (eV): 0.98
Molecular weight (g/mol): 119.2
Calculated total energy (eV): -17719.0060
Energy relative to the best compared isomer or geometry (same formula, charge and spin) (kcal per mole): 51.8



# 8
Computed, not measured: a single C5H13NS2 molecule in a non-equilibrium geometry, with the ωB97M-V functional and the def2-TZVPD basis.

XYZ file:
```
21
Properties=species:S:1:pos:R:3
C 2.370 -2.284 -0.330
C 1.162 -1.504 0.375
N 0.921 -0.206 -0.180
C -0.484 0.310 -0.204
C -0.612 0.952 -1.624
C -0.777 1.195 1.022
S -2.491 0.743 1.595
S -3.658 2.043 0.808
H 2.501 -3.331 -0.076
H 2.134 -2.100 -1.437
H 3.287 -1.823 0.029
H 0.264 -2.131 0.391
H 1.263 -1.340 1.435
H 1.574 0.480 0.018
H -1.121 -0.704 -0.106
H -0.632 1.993 -1.592
H -1.560 0.878 -2.170
H 0.081 0.603 -2.342
H 0.086 0.996 1.748
H -0.636 2.214 0.792
H -3.672 3.015 1.847
```

Lowest unoccupied orbital energy (eV): 0.65
Molecular weight (g/mol): 151.3
Calculated total energy (eV): -28554.5986
Energy relative to the best compared isomer or geometry (same formula, charge and spin) (kcal per mole): 46.8



# 9
Computed, not measured: 2 unconnected molecules or ions with the total composition C5H13NS2 in a non-equilibrium geometry, with the ωB97M-V functional and the def2-TZVPD basis.

XYZ file:
```
21
Properties=species:S:1:pos:R:3
S -3.109 0.131 -0.360
S 2.601 0.612 -0.212
C 1.664 0.009 1.133
C 0.149 -0.001 0.900
C -0.744 -0.005 2.118
N -0.172 -1.155 0.042
C 0.486 -1.041 -1.244
C 0.097 0.141 -2.171
H -4.296 -0.243 0.141
H 1.919 -1.004 1.488
H 1.742 0.565 2.083
H -0.061 0.933 0.342
H -1.800 -0.167 1.917
H -0.336 -0.775 2.785
H -0.634 0.945 2.655
H -1.193 -1.040 -0.190
H 1.594 -0.963 -1.044
H 0.512 -2.005 -1.762
H -0.369 -0.246 -3.074
H 1.023 0.645 -2.441
H -0.512 0.849 -1.619
```

Lowest unoccupied orbital energy (eV): -4.26
Molecular weight (g/mol): 151.3
Calculated total energy (eV): -28551.1740
Energy relative to the best compared isomer or geometry (same formula, charge and spin) (kcal per mole): 125.8



# 10
Computed, not measured: 2 unconnected molecules or ions with the total composition C5H13NS2 in a non-equilibrium geometry, with the ωB97M-V functional and the def2-TZVPD basis.

XYZ file:
```
21
Properties=species:S:1:pos:R:3
N 0.602 -2.260 -1.046
C 0.827 -1.295 -2.102
C 1.253 0.082 -1.696
S 2.591 0.405 -0.642
S -1.553 -1.515 1.348
C -1.863 0.146 0.688
C -0.582 1.028 0.825
C -0.602 1.790 2.153
H -0.374 -2.362 -0.777
H 1.104 -1.919 -0.250
H 1.690 -1.667 -2.700
H -0.044 -1.330 -2.767
H 1.287 0.867 -2.459
H 2.424 -0.646 0.171
H -2.135 0.119 -0.370
H -2.631 0.620 1.295
H -0.503 1.726 -0.023
H 0.248 0.329 0.758
H -1.260 1.327 2.878
H 0.377 1.710 2.630
H -0.858 2.844 2.086
```

2S+1: 2
Lowest unoccupied orbital energy (alpha / beta) (eV): -7.14 / -7.14
Charge: +1
Molecular weight (g/mol): 151.3
Calculated total energy (eV): -28545.5875
Energy relative to the best compared isomer or geometry (same formula, charge and spin) (kcal per mole): 59.4



# 11
Computed, not measured: a single C5H13NSi molecule in a non-equilibrium geometry, with the ωB97M-V functional and the def2-TZVPD basis.

XYZ file:
```
20
Properties=species:S:1:pos:R:3
C 3.660 0.299 -0.101
C 2.421 -0.033 -0.451
C 1.383 -0.402 0.517
N 0.184 0.533 0.265
Si -1.411 0.151 0.466
C -1.572 -1.661 -0.099
C -2.507 1.394 -0.563
H 4.242 0.685 -0.868
H 3.928 0.275 0.898
H 1.944 0.219 -1.448
H 1.709 -0.347 1.580
H 0.959 -1.485 0.556
H 0.308 1.506 0.522
H -2.163 0.283 1.736
H -0.964 -1.845 -0.928
H -1.262 -2.546 0.662
H -2.537 -1.848 -0.403
H -2.638 1.284 -1.676
H -3.414 1.155 -0.127
H -2.267 2.384 -0.537
```

Lowest unoccupied orbital energy (eV): 1.02
Molecular weight (g/mol): 115.3
Calculated total energy (eV): -14762.3175
Energy relative to the best compared isomer or geometry (same formula, charge and spin) (kcal per mole): 40.2



# 12
Computed, not measured: a molecular structure, C5H13O2PSi in a non-equilibrium geometry, with the ωB97M-V functional and the def2-TZVPD basis.

XYZ file:
```
22
Properties=species:S:1:pos:R:3
C 0.434 1.080 0.100
C -0.853 2.674 -1.383
C -0.278 -2.990 1.517
C -0.274 1.276 -1.150
C -0.038 -1.489 1.671
O 1.666 1.990 0.236
O 2.632 -0.195 0.815
Si 1.129 -0.709 0.401
P 3.078 1.407 0.379
H -0.346 1.239 0.994
H -1.894 2.794 -0.980
H -0.819 2.910 -2.474
H -0.302 3.339 -0.787
H -0.878 -3.300 0.627
H 0.666 -3.502 1.683
H -0.809 -3.302 2.378
H 0.426 1.141 -2.011
H -0.910 0.408 -1.287
H 0.186 -1.335 2.758
H -0.941 -0.832 1.540
H 1.217 -1.619 -0.708
H 3.332 0.867 -0.907
```

Lowest unoccupied orbital energy (eV): 0.91
Molecular weight (g/mol): 164.2
Calculated total energy (eV): -26657.6541
Energy relative to the best compared isomer or geometry (same formula, charge and spin) (kcal per mole): 0.0



> Among the records above, which one has the highest energy relative to the best compared isomer or geometry (same formula, charge and spin)?

number 9



> What is the calculated total energy in the fourth record?

-17719.6517 eV



> The highest calculated total energy belongs to which entry?

C5H13NSi



> Which of these has the lowest energy relative to the best compared isomer or geometry (same formula, charge and spin)?

C5H13O2PSi